{"formula": "C62H70N6O28S", "method": "ωB97M-V with the def2-TZVPD basis set", "symbols": ["C", "C", "O", "S", "O", "O", "O", "H", "H", "H", "H", "C", "C", "C", "C", "C", "C", "N", "O", "O", "H", "H", "H", "H", "H", "C", "C", "C", "C", "C", "C", "N", "O", "O", "H", "H", "H", "H", "H", "C", "C", "C", "C", "C", "C", "N", "O", "O", "H", "H", "H", "H", "H", "C", "C", "C", "C", "C", "C", "N", "O", "O", "H", "H", "H", "H", "H", "C", "C", "C", "C", "C", "C", "N", "O", "O", "H", "H", "H", "H", "H", "C", "C", "C", "C", "C", "C", "N", "O", "O", "H", "H", "H", "H", "H", "O", "C", "O", "C", "C", "C", "H", "H", "H", "H", "H", "H", "O", "C", "O", "C", "C", "C", "H", "H", "H", "H", "H", "H", "O", "C", "O", "C", "C", "C", "H", "H", "H", "H", "H", "H", "O", "C", "O", "C", "C", "C", "H", "H", "H", "H", "H", "H", "O", "C", "O", "C", "C", "C", "H", "H", "H", "H", "H", "H", "O", "C", "O", "C", "C", "C", "H", "H", "H", "H", "H", "H"], "coordinates": [[-0.45896, -0.50644, 3.34346], [0.04843, -1.38932, 4.45431], [0.50444, -0.51253, 5.45912], [-0.28834, 0.86315, 5.44693], [0.61310, 1.97542, 5.42425], [-1.29165, 0.79612, 6.48838], [-1.03948, 0.65039, 4.00766], [-1.16542, -1.00027, 2.68406], [0.38211, -0.08083, 2.79061], [0.75316, -2.09385, 4.01020], [-0.76868, -1.96012, 4.90320], [3.90539, 0.52286, 3.64354], [3.26356, 0.51321, 2.41974], [4.07587, 0.35593, 1.29802], [5.40138, 0.01575, 1.38136], [5.98837, -0.12704, 2.64612], [5.27722, 0.33033, 3.75201], [6.09016, -0.42370, 0.13776], [5.51385, -0.27822, -0.90677], [7.23253, -0.84743, 0.26209], [3.32227, 0.58287, 4.55594], [2.19945, 0.32986, 2.39526], [3.52191, 0.53016, 0.38038], [7.03572, -0.37182, 2.75517], [5.62540, 0.18921, 4.76668], [-4.28045, 2.22850, -4.02273], [-4.14735, 1.48008, -5.19086], [-2.93374, 0.98056, -5.61964], [-1.78476, 1.14181, -4.84843], [-1.91137, 1.92305, -3.70767], [-3.10479, 2.50791, -3.33202], [-0.44898, 0.71364, -5.27441], [0.51842, 1.10356, -4.64714], [-0.40554, -0.08186, -6.19789], [-5.23077, 2.39022, -3.53497], [-4.98600, 1.11665, -5.77197], [-2.73938, 0.60987, -6.62004], [-0.98440, 2.15792, -3.19810], [-3.13778, 2.96633, -2.35409], [2.53002, 6.88765, 2.49210], [2.55337, 6.54411, 1.15043], [2.21401, 5.28179, 0.68998], [1.67307, 4.37667, 1.58691], [1.56126, 4.74075, 2.93936], [1.93264, 5.98504, 3.41545], [1.14271, 3.11998, 1.08525], [1.17710, 2.94146, -0.11572], [0.77226, 2.27613, 1.87370], [2.85371, 7.88471, 2.75467], [2.93541, 7.29295, 0.46788], [2.26889, 5.00418, -0.35325], [1.13966, 4.08278, 3.69162], [1.72778, 6.30976, 4.42345], [-7.48963, 2.93882, 1.27901], [-6.10387, 3.06454, 1.23144], [-5.30253, 1.93777, 1.07147], [-5.92643, 0.69161, 0.98923], [-7.30859, 0.57242, 1.02789], [-8.06129, 1.67364, 1.30994], [-5.03753, -0.48398, 0.97605], [-3.84484, -0.32049, 0.93245], [-5.55655, -1.57326, 1.08621], [-8.04977, 3.85402, 1.41991], [-5.61184, 4.02212, 1.32975], [-4.24286, 2.11648, 1.06908], [-7.81279, -0.38448, 1.02777], [-9.13030, 1.56772, 1.43905], [1.34880, 6.12357, -3.69305], [2.74622, 6.04845, -3.85971], [3.48072, 4.96080, -3.43884], [2.80433, 3.82097, -2.98740], [1.42528, 3.85025, -2.88061], [0.74644, 5.04746, -3.06292], [3.53144, 2.63785, -2.52908], [2.92253, 1.59911, -2.43304], [4.64156, 2.83695, -2.07065], [0.76717, 7.02513, -3.81775], [3.30248, 6.88926, -4.25459], [4.55205, 4.98409, -3.57603], [0.85970, 2.97325, -2.60526], [-0.31998, 5.17508, -2.91208], [5.05805, -4.03740, -0.87186], [3.93569, -3.34027, -0.43938], [3.66811, -3.15817, 0.88756], [4.72238, -3.42044, 1.79214], [5.96255, -3.87278, 1.35586], [6.08032, -4.30882, 0.04314], [4.48235, -3.19649, 3.21889], [5.41048, -3.44968, 3.96121], [3.41295, -2.79518, 3.62206], [5.19228, -4.27683, -1.91792], [3.20629, -2.98201, -1.15508], [2.69791, -2.73776, 1.11927], [6.76257, -3.97997, 2.07306], [7.03116, -4.62703, -0.36127], [-3.01427, -2.50398, 4.33458], [-3.63217, -3.08143, 3.47999], [-4.92355, -3.38117, 3.60976], [-5.46312, -3.96428, 2.42191], [-4.32929, -4.25279, 1.48795], [-3.10188, -3.58386, 2.16319], [-6.07712, -3.19774, 1.93940], [-6.16455, -4.77877, 2.59551], [-4.51717, -3.74023, 0.54618], [-4.10482, -5.30230, 1.30370], [-2.80158, -2.72318, 1.55972], [-2.21831, -4.20557, 2.28608], [4.81711, -3.45840, -5.84004], [4.65890, -2.47855, -5.18114], [3.92487, -2.51760, -4.02388], [3.77039, -1.21189, -3.48986], [4.97434, -0.37803, -4.04395], [5.23590, -1.09967, -5.34796], [3.71748, -1.40871, -2.42216], [2.90877, -0.61563, -3.80760], [5.90419, -0.48472, -3.48612], [4.76828, 0.66427, -4.27061], [6.27202, -1.18021, -5.66226], [4.59407, -0.73667, -6.16138], [-6.03151, -0.98413, -2.77107], [-5.34296, -1.90976, -3.07032], [-4.89454, -2.08977, -4.33924], [-3.97934, -3.15950, -4.39774], [-4.53860, -4.14938, -3.34294], [-4.88632, -3.13744, -2.25069], [-2.92698, -2.95765, -4.20222], [-4.09903, -3.70354, -5.33356], [-3.93517, -4.98528, -2.98716], [-5.41271, -4.69695, -3.70485], [-3.97406, -2.91429, -1.69700], [-5.70757, -3.49912, -1.63632], [-1.24961, -6.48546, 3.21878], [-0.05807, -6.49659, 3.19192], [0.61065, -7.67017, 3.40008], [2.00229, -7.56850, 3.15929], [2.20230, -6.14277, 2.54090], [0.91698, -5.40026, 2.78311], [2.29360, -8.39361, 2.50662], [2.65386, -7.71012, 4.02563], [2.52973, -6.28234, 1.51404], [2.96829, -5.64033, 3.13178], [0.53158, -4.97285, 1.86269], [0.94846, -4.69703, 3.61270], [0.37842, -2.82244, 1.09119], [0.19103, -1.97591, 0.25537], [1.18887, -1.35889, -0.38421], [0.80138, -0.06268, -0.90065], [-0.69760, 0.07028, -0.71725], [-1.11164, -1.26714, -0.13474], [1.09036, -0.19344, -1.94272], [1.25454, 0.62334, -0.19159], [-1.32312, 0.40919, -1.54349], [-0.91256, 0.88651, -0.01874], [-1.59445, -1.87895, -0.90093], [-1.78604, -1.09594, 0.69618], [-4.09713, 4.96492, -1.31211], [-3.39435, 4.88249, -0.35022], [-2.88164, 3.64413, -0.02880], [-2.12045, 3.74880, 1.16572], [-1.88665, 5.21388, 1.44100], [-3.07137, 5.92626, 0.76239], [-1.18754, 3.19139, 1.22949], [-2.66926, 3.14153, 1.89995], [-1.07419, 5.55503, 0.79401], [-1.74449, 5.37868, 2.50554], [-2.78237, 6.88438, 0.34959], [-3.98937, 5.90636, 1.35230]], "forces_ev_per_angstrom": [[0.6, 0.9, 0.2], [-1.7, -1.2, -0.7], [1.4, 0.9, 0.1], [-2.1, -0.4, 0.9], [-0.3, -0.6, -0.4], [1.2, 0.4, -1.4], [0.4, 0.0, 1.0], [-0.2, 0.2, 0.3], [-0.1, -0.4, -0.3], [0.7, 0.3, 0.7], [0.0, 0.0, -0.3], [-0.5, 0.1, 0.4], [1.3, -0.9, 0.7], [-1.9, 0.5, -0.8], [-0.1, -0.6, 0.6], [0.6, 1.4, -0.2], [-0.5, -1.4, -0.1], [1.0, 0.6, 1.1], [-0.3, -0.2, -0.5], [-0.6, 0.0, -0.1], [0.0, 0.2, 0.0], [0.0, 0.8, -0.4], [0.7, -0.6, -0.5], [-0.1, -0.3, -0.2], [0.6, 0.3, -0.1], [0.8, -1.1, 0.1], [-0.6, -0.6, -0.2], [1.8, 0.1, -0.7], [-1.3, 1.5, 0.5], [1.3, 0.4, -0.3], [-0.2, -0.8, 0.8], [-0.4, -0.9, -0.1], [-0.1, 0.1, -0.1], [0.1, 0.4, 0.1], [-0.1, 0.5, -0.4], [-0.3, 0.5, 0.1], [-0.7, -0.6, 0.1], [-0.2, -0.1, 0.3], [-0.1, 0.4, -0.2], [-1.3, -0.7, 0.3], [1.0, 0.2, -0.1], [-0.7, -0.1, -0.2], [0.3, 1.3, 1.0], [-0.7, -0.6, 0.7], [0.9, 1.0, -1.7], [1.1, -0.4, 0.2], [-0.3, 0.2, -0.3], [-0.4, 0.1, 0.4], [0.0, 0.0, 0.3], [0.0, -0.2, -0.2], [0.1, 0.2, -0.1], [-0.1, -0.4, -0.4], [0.2, -0.3, 0.2], [0.7, 0.4, 0.8], [-0.1, -0.6, -0.4], [-0.7, 0.2, 0.3], [0.8, 0.9, -0.2], [0.5, -1.2, 0.9], [-0.8, 1.2, -0.9], [-1.0, 0.0, 0.2], [0.7, 0.4, -0.2], [-0.2, 0.2, -0.5], [-0.3, -0.2, 0.0], [-0.2, 0.1, -0.1], [0.1, -0.7, -0.1], [0.4, -0.2, -0.2], [0.0, 0.0, 0.0], [1.3, -0.4, 1.3], [-0.4, 0.8, -0.1], [-0.1, -0.7, -0.3], [-0.4, 0.9, -0.6], [-0.3, -0.3, 0.5], [-0.6, 0.3, -1.4], [-0.1, 0.7, 1.3], [-0.1, -0.5, -0.4], [0.2, -0.1, -0.5], [0.2, 0.1, -0.4], [-0.1, 0.0, -0.1], [0.0, -0.2, 0.3], [0.3, -0.1, 0.2], [0.0, -0.6, 0.3], [0.5, 0.4, 0.5], [-0.3, -0.7, -1.1], [0.9, 0.4, 0.9], [-1.3, 0.3, -0.9], [-0.5, -0.7, 0.4], [-0.1, 1.0, -0.7], [0.8, -0.1, 0.4], [0.3, 0.0, 0.2], [-0.6, 0.1, -0.5], [0.0, 0.0, 0.0], [-0.1, -0.3, 0.0], [0.2, -0.1, 0.6], [0.0, 0.0, 0.0], [0.0, -0.4, 0.3], [-0.1, 0.1, 0.0], [0.8, -0.2, 0.0], [-0.7, -0.3, 0.4], [-1.3, 0.6, -0.7], [1.6, -0.1, -0.4], [-0.5, 0.3, -0.8], [0.0, -0.4, 0.5], [0.5, -0.3, 0.7], [0.0, -0.3, -0.1], [-0.3, -0.1, 0.1], [0.1, 0.0, 0.3], [-0.1, -0.2, 0.2], [0.0, -0.1, -0.4], [0.3, -0.6, 1.2], [-0.5, 0.0, -1.1], [1.0, 1.3, 0.5], [0.5, -0.9, -0.1], [-0.9, -0.5, -0.9], [0.2, 0.8, 0.1], [-0.5, -0.9, -0.2], [-0.4, 0.3, 0.6], [-0.2, 0.0, 0.6], [-0.1, 0.2, -0.2], [0.4, 0.5, -0.1], [0.1, 0.1, 0.2], [0.1, -0.9, 0.2], [0.5, 1.0, -0.2], [-0.7, -3.1, 0.0], [0.0, 0.2, 0.5], [-0.6, -0.2, -0.5], [-0.1, 0.7, -0.1], [0.3, 0.7, -0.4], [0.7, 0.5, -0.1], [-0.3, 0.6, -0.2], [-0.2, 0.2, 0.4], [0.2, 0.4, 0.4], [-0.4, 0.4, 0.3], [0.4, -0.8, -0.7], [-0.2, -0.1, 0.6], [0.5, 0.6, -0.6], [1.2, -0.8, 1.1], [-0.9, -1.0, -0.3], [-0.2, 0.2, -0.3], [-0.7, 0.1, 0.5], [-0.2, 0.6, -0.1], [0.4, -0.1, -0.5], [-0.1, 0.5, 0.3], [0.2, 0.3, -0.3], [-0.2, -0.2, -0.5], [-0.6, 1.3, 0.6], [0.2, -0.8, 0.5], [-0.2, -1.0, -0.3], [-0.8, 0.7, 0.5], [-0.1, -0.3, -0.1], [0.4, 1.3, 0.1], [0.7, 0.4, -1.1], [0.5, -0.6, -0.6], [0.3, -0.2, 0.4], [-0.2, -0.1, 0.2], [0.0, -0.6, 0.0], [0.1, 0.6, 0.0], [-0.4, -0.4, 0.1], [0.7, 1.0, -0.3], [0.0, -1.3, 1.3], [-0.7, 0.4, -0.6], [0.1, -2.0, -0.4], [0.0, 0.0, -1.2], [-0.4, 0.9, 0.5], [0.7, -0.2, 0.7], [0.2, 0.4, -0.1], [-0.5, 0.2, 0.0], [0.1, 0.6, 0.1]], "lowdin_charge": [-0.15, -0.17, -0.17, 0.64, -0.25, -0.23, -0.19, 0.11, 0.09, 0.12, 0.12, -0.06, -0.06, 0.00, -0.13, 0.00, -0.06, -0.33, 0.08, 0.07, 0.11, 0.08, 0.11, 0.12, 0.11, -0.03, -0.06, -0.01, -0.14, -0.03, -0.05, -0.34, 0.06, 0.09, 0.12, 0.11, 0.12, 0.09, 0.08, -0.05, -0.07, 0.01, -0.14, 0.00, -0.04, -0.32, 0.07, 0.06, 0.11, 0.11, 0.11, 0.11, 0.11, -0.05, -0.05, 0.02, -0.11, 0.00, -0.07, -0.30, 0.09, 0.06, 0.11, 0.10, 0.08, 0.13, 0.11, -0.05, -0.07, -0.01, -0.14, -0.03, -0.07, -0.33, 0.07, 0.09, 0.11, 0.11, 0.12, 0.09, 0.11, -0.04, -0.08, 0.00, -0.15, -0.01, -0.05, -0.35, 0.07, 0.07, 0.11, 0.10, 0.09, 0.12, 0.11, 0.11, -0.48, 0.06, -0.17, -0.13, -0.05, 0.09, 0.13, 0.07, 0.12, 0.09, 0.11, 0.12, -0.48, 0.01, -0.16, -0.14, -0.09, 0.09, 0.11, 0.11, 0.10, 0.13, 0.14, 0.13, -0.46, 0.02, -0.17, -0.15, -0.08, 0.13, 0.13, 0.12, 0.12, 0.11, 0.12, 0.12, -0.46, 0.02, -0.15, -0.14, -0.08, 0.12, 0.12, 0.12, 0.10, 0.10, 0.13, 0.10, -0.45, 0.01, -0.11, -0.13, -0.07, 0.12, 0.09, 0.10, 0.10, 0.13, 0.06, 0.12, -0.46, -0.02, -0.18, -0.13, -0.04, 0.09, 0.13, 0.12, 0.13, 0.12, 0.12], "max_force_ha_per_bohr": 0.0612, "total_charge": 0, "spin_multiplicity": 1, "homo_energy_ev": -9.61, "total_energy_ev": -142516.97741, "orbital_gap_ev": 8.224}